Record 1
Molecular formula: C18H11N7O4S3W
Method: DFT, the ωB97M-V functional and the def2-TZVPD basis

## Properties
Orbital gap (alpha / beta) ... 6.248 / 6.400 eV
Expectation value of S² ... 2.034

ORCA input file:
```
! RIJCOSX wB97M-V def2-TZVPD def2/J DEFGRID3
* xyz 0 3
W 1.1237 0.6938 -0.8038
N 2.5232 2.0120 3.1103
C 1.8999 1.8788 1.9284
S 2.8940 1.7050 0.4956
N 0.5823 1.9459 1.9346
N 0.1165 1.8104 0.6491
C -1.1063 2.1292 0.4032
C -1.5199 2.0081 -0.9848
C -2.7825 2.3464 -1.4292
C -3.0670 2.2439 -2.7791
C -2.0770 1.8096 -3.6468
C -0.8370 1.4801 -3.1395
N -0.5594 1.5761 -1.8311
H 3.5211 1.9239 3.1705
H 1.9799 2.1264 3.9477
H -1.7644 2.4667 1.1939
H -3.5199 2.6883 -0.7155
H -4.0489 2.5037 -3.1515
H -2.2527 1.7205 -4.7091
H -0.0366 1.1356 -3.7769
S 2.4303 1.5945 -2.6597
C 2.1770 0.0740 -3.4652
S 1.5868 -1.1345 -2.3805
C 2.3796 -0.0948 -4.8040
C 2.1307 -1.3589 -5.4403
N 1.9218 -2.3689 -5.9503
C 2.8218 1.0090 -5.6106
N 3.1785 1.8936 -6.2546
O -0.5217 -0.7082 -0.2693
C 0.1602 -1.1286 0.7113
O 1.3838 -0.7911 0.7384
C -0.4463 -1.8955 1.8212
C -1.7257 -2.4191 1.6934
C -2.2997 -3.1045 2.7539
C -1.6019 -3.2511 3.9445
C -0.3399 -2.7018 4.0409
C 0.2659 -2.0297 3.0043
N 0.3953 -2.8266 5.3285
O 1.3915 -2.1522 5.4683
O -0.0428 -3.6085 6.1439
H -2.2585 -2.2877 0.7604
H -3.2917 -3.5241 2.6584
H -2.0214 -3.7771 4.7901
H 1.2569 -1.6124 3.1108
*
```

Atom charges from the Mulliken analysis, given in e for atoms 1 to 6: 0.91 -0.39 0.84 -0.45 -1.53 0.66

=====

Record 2
Molecular formula: C18H12AsCl2NO8RhS2
Method: DFT, the ωB97M-V functional and the def2-TZVPD basis

## Properties
Orbital gap ... 6.734 eV
Energy relative to the best compared isomer or geometry (same formula, charge and spin) ... 167.9 kJ/mol

ORCA input file:
```
! RIJCOSX wB97M-V def2-TZVPD def2/J DEFGRID3
* xyz -1 1
Rh 1.3746 1.2191 0.2103
Cl -0.1234 1.6349 -2.0409
C -0.9265 0.1383 -2.3217
C -1.8785 0.0684 -3.3216
C -2.5674 -1.1132 -3.5301
C -2.2965 -2.2161 -2.7375
C -1.3304 -2.1310 -1.7507
Cl -1.0080 -3.5180 -0.7636
C -0.6133 -0.9530 -1.5152
S 0.6143 -0.9624 -0.2657
H -2.0619 0.9402 -3.9358
H -3.3209 -1.1760 -4.3041
H -2.8298 -3.1470 -2.8760
O 5.0608 1.5648 -1.7480
C 4.0438 1.2526 -1.1546
O 2.8863 1.7816 -1.2341
C 4.0741 0.0732 -0.2047
C 5.0201 -0.9288 -0.2954
C 4.8962 -2.0319 0.5337
C 3.8714 -2.0688 1.4679
C 2.9950 -1.0032 1.5433
N 3.0957 0.0281 0.6989
H 5.8086 -0.8336 -1.0279
H 5.5897 -2.8583 0.4402
H 3.7261 -2.9173 2.1214
H 2.1924 -0.9597 2.2703
O -0.8126 0.7812 4.3181
As -0.3732 0.1177 2.7580
O -0.1658 -1.4885 2.9737
O 1.0479 0.9074 2.2351
C -1.8343 0.4742 1.5370
C -2.5959 -0.6237 1.1555
C -3.5970 -0.4784 0.2062
C -3.8327 0.7610 -0.3758
C -3.0815 1.8638 0.0046
C -2.0857 1.7198 0.9617
S -1.1102 3.1566 1.4001
O -0.8991 3.0834 2.8318
O -1.8579 4.3056 0.9568
O 0.1483 3.0006 0.6189
H -0.8306 1.7467 4.1782
H -2.3696 -1.5820 1.6092
H -4.1879 -1.3383 -0.0864
H -4.6054 0.8622 -1.1286
H -3.2495 2.8480 -0.4124
*
```

Atom charges from the Mulliken analysis, given in e for atoms 1 to 6: 1.12 -0.11 0.98 -0.78 -0.37 -0.73

=====

Record 3
Molecular formula: C18H12F3I3IrNO3S
Method: DFT, the ωB97M-V functional and the def2-TZVPD basis

## Properties
Orbital gap (alpha / beta) ... 5.656 / 5.849 eV
Energy relative to the best compared isomer or geometry (same formula, charge and spin) ... 256.7 kJ/mol
Expectation value of S² ... 0.774

ORCA input file:
```
! RIJCOSX wB97M-V def2-TZVPD def2/J DEFGRID3
* xyz 1 2
Ir -0.0063 0.0701 -0.9845
O 1.9648 0.2487 -0.2606
N 2.3714 1.0861 0.6974
C 3.5210 0.8062 1.3477
C 3.9703 1.6419 2.3303
C 3.2323 2.7890 2.6396
C 2.0751 3.0525 1.9447
C 1.6371 2.1568 0.9682
S 0.1605 2.3151 0.1223
H 4.0182 -0.1028 1.0448
H 4.8886 1.4048 2.8464
H 3.5582 3.4544 3.4270
H 1.4736 3.9295 2.1401
I 1.8086 -2.0911 -2.0186
C 2.7869 -1.0273 -3.6096
I 3.6711 0.8255 -3.1098
H 2.0307 -0.8515 -4.3621
H 3.5719 -1.6909 -3.9492
I -2.1065 -1.3959 -2.1509
C -2.7585 -1.9133 -0.2362
C -3.9233 -2.6093 -0.1380
C -4.4052 -2.9700 1.1344
C -3.6844 -2.6365 2.2414
C -2.4713 -1.9124 2.1390
C -1.7548 -1.5566 3.3032
C -0.6062 -0.8349 3.2099
C -0.1170 -0.4533 1.9433
C -0.7712 -0.7568 0.7827
C -1.9782 -1.5147 0.8622
H -4.4790 -2.8841 -1.0251
H -5.3422 -3.5018 1.2221
H -4.0357 -2.9111 3.2280
H -2.1346 -1.8740 4.2664
H -0.0626 -0.5522 4.1016
H 0.8112 0.0944 1.9223
F -2.2498 1.2566 -4.9134
C -1.2035 2.0104 -4.5317
F -1.6203 3.2567 -4.3515
F -0.3026 1.9910 -5.5066
C -0.6326 1.3967 -3.2384
O 0.3098 0.5946 -3.3257
O -1.2155 1.6593 -2.1530
*
```

Atom charges from the Mulliken analysis, given in e for atoms 1 to 6: 0.91 -0.40 0.06 -0.19 -0.77 -0.24

=====

Record 4
Molecular formula: C18H12F3I3IrNO3S
Method: DFT, the ωB97M-V functional and the def2-TZVPD basis

## Properties
Orbital gap (alpha / beta) ... 7.234 / 5.555 eV
Energy relative to the best compared isomer or geometry (same formula, charge and spin) ... 100.4 kJ/mol
Expectation value of S² ... 0.761

ORCA input file:
```
! RIJCOSX wB97M-V def2-TZVPD def2/J DEFGRID3
* xyz 1 2
Ir 0.1419 0.2971 -0.2294
O 1.3708 -1.2215 0.0248
N 2.1750 -1.5660 -1.0047
C 3.2713 -2.2949 -0.6956
C 4.0755 -2.7456 -1.6993
C 3.7358 -2.4463 -3.0272
C 2.6149 -1.7073 -3.3047
C 1.8087 -1.2464 -2.2547
S 0.3558 -0.3581 -2.4465
H 3.4214 -2.4666 0.3593
H 4.9556 -3.3211 -1.4565
H 4.3636 -2.7952 -3.8355
H 2.3311 -1.4596 -4.3173
I -2.4023 -0.8464 1.0401
C -3.1736 -2.3169 -0.2984
I -1.6928 -3.5344 -1.1757
H -3.7006 -1.7768 -1.0747
H -3.8397 -2.9420 0.2828
I 0.7910 0.4862 2.4270
C 2.4136 1.6668 1.8677
C 3.2734 2.0700 2.8461
C 4.3447 2.9215 2.5143
C 4.4742 3.3635 1.2321
C 3.5648 2.9735 0.2186
C 3.6640 3.5387 -1.0737
C 2.7264 3.2528 -2.0197
C 1.7039 2.3257 -1.7434
C 1.6179 1.6809 -0.5362
C 2.5163 2.0555 0.5113
H 3.1323 1.7563 3.8720
H 5.0316 3.2404 3.2855
H 5.2691 4.0486 0.9660
H 4.4717 4.2293 -1.2791
H 2.7634 3.7151 -2.9968
H 0.9839 2.1338 -2.5265
F -2.2928 4.2830 -0.7932
C -2.6303 3.1985 -1.4843
F -2.5003 3.4612 -2.7853
F -3.9098 2.9086 -1.2322
C -1.7500 1.9911 -1.1140
O -0.9657 2.0989 -0.1156
O -1.8303 0.9516 -1.7641
*
```

Atom charges from the Mulliken analysis, given in e for atoms 1 to 6: 1.07 -0.27 0.29 -0.25 -0.76 -0.19

=====

Record 5
Molecular formula: C18H12N2O6
Method: DFT, the ωB97M-V functional and the def2-TZVPD basis

## Properties
Orbital gap ... 7.471 eV
Energy relative to the best compared isomer or geometry (same formula, charge and spin) ... 17.3 kJ/mol
SMILES string ... Nc1cc2cc(C(=O)O)nc(C(=O)c3ccc4c(c3)OCO4)c2cc1O

ORCA input file:
```
! RIJCOSX wB97M-V def2-TZVPD def2/J DEFGRID3
* xyz 0 1
N 0.3385 -5.9097 -0.3503
C 0.4082 -4.5882 -0.1438
C -0.5945 -3.7856 -0.7011
C -0.7330 -2.4341 -0.4490
C -1.7538 -1.6914 -1.0655
C -1.8288 -0.3418 -0.9032
C -2.8909 0.4077 -1.6469
O -3.9608 -0.0943 -1.9194
O -2.5107 1.6070 -2.1165
N -1.0458 0.1940 0.0170
C -0.0307 -0.4904 0.6204
C 0.7523 0.3005 1.6296
O 1.2508 -0.1661 2.6837
C 0.8136 1.7869 1.3684
C -0.1964 2.6787 1.9495
C -0.2554 4.0145 1.4488
C 0.4765 4.3849 0.3249
C 1.4098 3.5712 -0.2864
C 1.5304 2.1988 0.2483
O 2.0093 4.1967 -1.3720
C 1.1219 5.3326 -1.4648
O 0.2893 5.4768 -0.3329
C 0.1885 -1.8486 0.3628
C 1.1098 -2.6691 1.0648
C 1.2228 -3.9794 0.8127
O 2.1248 -4.7586 1.5799
H -0.5678 -6.2431 -0.6149
H 0.9192 -6.4041 0.2708
H -1.3696 -4.1281 -1.3490
H -2.3810 -2.2006 -1.7933
H -3.3741 2.0377 -2.3158
H -0.8524 2.3019 2.7349
H -0.7832 4.7593 1.9609
H 2.1706 1.5043 -0.2963
H 1.8210 6.1900 -1.5222
H 0.5909 5.3936 -2.3890
H 1.8580 -2.4058 1.8139
H 2.7227 -4.1981 2.1409
*
```

Atom charges from the Mulliken analysis, given in e for atoms 1 to 6: -0.50 -0.06 -0.53 0.66 -0.66 0.01

=====

Record 6
Molecular formula: C18H13AsN3O8PdS
Method: DFT, the ωB97M-V functional and the def2-TZVPD basis

## Properties
Orbital gap ... 6.349 eV
Energy relative to the best compared isomer or geometry (same formula, charge and spin) ... 148.8 kJ/mol

ORCA input file:
```
! RIJCOSX wB97M-V def2-TZVPD def2/J DEFGRID3
* xyz -1 1
Pd 0.9331 -0.2701 0.3233
O 4.5824 0.7070 1.7118
C 3.4074 0.3755 1.5397
N 2.8190 0.1687 0.2952
C 3.3807 0.5459 -0.8825
O 4.5395 0.8895 -1.0885
C 2.3346 0.5934 -1.9483
C 2.6228 1.1720 -3.1721
C 1.6150 1.2304 -4.1547
C 0.3506 0.8541 -3.8462
C 0.0064 0.4856 -2.4406
N 1.1160 0.0763 -1.6584
C 2.4497 0.1562 2.6139
C 2.7479 0.4948 3.9460
C 1.8070 0.3283 4.9231
C 0.5536 -0.2239 4.5802
C 0.3125 -0.5389 3.2630
N 1.2107 -0.3595 2.3012
H 3.6189 1.5457 -3.3337
H 1.8523 1.5850 -5.1486
H -0.4763 0.9516 -4.5277
H -0.7779 -0.2909 -2.3922
H 3.7238 0.9094 4.1358
H 2.0070 0.6108 5.9446
H -0.2048 -0.3833 5.3291
H -0.6372 -0.9671 2.9593
O 0.0979 -2.7482 -1.2444
As -0.1354 -2.9816 0.5178
O -1.3014 -4.0743 0.5179
O -1.1277 -1.0198 0.6062
C -2.2868 -0.7683 0.0552
C -3.3326 -1.7134 0.0845
C -4.5578 -1.4322 -0.4734
C -4.8149 -0.1935 -1.0516
C -3.8166 0.7587 -1.0546
C -2.5700 0.4723 -0.5288
S -1.4077 1.8083 -0.5208
O -0.6108 1.7074 -1.8918
O -2.1357 3.0367 -0.6345
O -0.5041 1.7233 0.6028
H 0.8335 -2.1529 -1.4344
H -3.1268 -2.6676 0.5430
H -5.3422 -2.1748 -0.4512
H -5.7833 0.0203 -1.4793
H -3.9714 1.7550 -1.4358
*
```

Atom charges from the Mulliken analysis, given in e for atoms 1 to 6: 0.73 -0.67 -0.19 -0.19 0.20 -0.69